Entry 1:
{"formula": "C31H47BrCaN2O2S2", "method": "the ωB97M-V functional and the def2-TZVPD basis", "elements": ["Ca", "C", "C", "C", "C", "C", "C", "C", "C", "C", "C", "C", "C", "C", "C", "C", "C", "C", "H", "H", "H", "H", "H", "H", "H", "H", "H", "H", "H", "H", "H", "H", "H", "H", "H", "H", "H", "H", "H", "H", "H", "H", "H", "H", "H", "H", "H", "O", "N", "C", "C", "C", "C", "C", "S", "H", "H", "H", "H", "Br", "C", "C", "C", "C", "N", "C", "H", "H", "H", "H", "C", "C", "S", "O", "C", "C", "H", "H", "H", "H", "H", "H", "H", "H", "H", "H"], "positions_angstrom": [[0.422, 0.785, -0.164], [1.013, -0.740, -2.272], [0.407, -1.826, -1.576], [1.270, -2.155, -0.485], [2.364, -1.262, -0.552], [2.228, -0.389, -1.646], [3.223, 0.657, -2.115], [4.280, 0.926, -1.040], [2.515, 1.979, -2.434], [3.924, 0.156, -3.387], [1.243, -3.276, 0.570], [2.594, -3.386, 1.303], [0.194, -3.027, 1.662], [0.994, -4.657, -0.049], [-0.826, -2.521, -2.158], [-1.837, -2.962, -1.094], [-1.599, -1.583, -3.103], [-0.398, -3.727, -3.014], [0.609, -0.262, -3.153], [3.179, -1.232, 0.152], [3.822, 1.241, -0.099], [4.968, 1.709, -1.371], [4.870, 0.029, -0.839], [2.128, 2.452, -1.519], [1.688, 1.839, -3.134], [3.213, 2.699, -2.871], [4.424, -0.795, -3.191], [4.670, 0.878, -3.736], [3.199, -0.008, -4.188], [2.809, -2.493, 1.893], [3.418, -3.547, 0.604], [2.561, -4.233, 1.992], [0.383, -2.070, 2.156], [0.250, -3.815, 2.421], [-0.823, -3.008, 1.269], [1.720, -4.861, -0.839], [-0.004, -4.760, -0.472], [1.102, -5.430, 0.718], [-2.224, -2.085, -0.565], [-1.416, -3.642, -0.352], [-2.684, -3.467, -1.567], [-1.867, -0.652, -2.598], [-2.519, -2.070, -3.434], [-1.024, -1.331, -3.994], [0.095, -4.498, -2.429], [0.300, -3.401, -3.788], [-1.267, -4.177, -3.506], [0.598, 2.863, 0.791], [1.040, 3.190, 1.991], [0.971, 4.498, 2.341], [1.380, 4.945, 3.568], [1.885, 4.011, 4.476], [1.958, 2.692, 4.111], [1.538, 2.242, 2.844], [1.666, 0.612, 2.367], [0.562, 5.111, 1.552], [1.309, 5.997, 3.805], [2.219, 4.319, 5.459], [2.349, 1.949, 4.790], [-5.113, 2.488, -1.437], [-3.319, 3.040, -1.649], [-2.980, 4.379, -1.723], [-1.637, 4.697, -1.851], [-0.704, 3.673, -1.888], [-1.036, 2.382, -1.834], [-2.325, 2.077, -1.713], [-3.740, 5.147, -1.678], [-1.312, 5.726, -1.911], [0.354, 3.893, -1.962], [-2.583, 1.028, -1.649], [-4.580, -1.891, 2.091], [-3.959, -0.673, 1.431], [-2.165, -0.631, 1.658], [-1.729, 0.471, 0.725], [-2.025, 0.087, 3.308], [-2.412, 1.554, 3.375], [-5.653, -1.911, 1.897], [-4.443, -1.885, 3.175], [-4.146, -2.812, 1.697], [-4.392, 0.267, 1.775], [-4.073, -0.707, 0.346], [-0.976, -0.058, 3.565], [-2.625, -0.549, 3.967], [-2.024, 2.079, 2.501], [-1.977, 2.006, 4.266], [-3.493, 1.692, 3.418]], "mulliken_charge": [1.54, -0.68, 0.70, 0.58, 0.00, -1.85, 2.46, -1.95, -1.54, -1.92, 2.47, -2.31, -1.11, -1.99, 2.72, -1.69, -2.12, -1.77, 0.16, 0.47, 0.21, 0.44, 0.38, 0.16, 0.20, 0.55, 0.38, 0.47, 0.31, 0.31, 0.42, 0.49, -0.01, 0.55, -0.03, 0.34, 0.30, 0.48, -0.26, 0.10, 0.63, 0.21, 0.50, 0.41, 0.21, 0.33, 0.48, -0.38, 0.18, -0.31, -0.78, -0.31, -0.83, 0.47, -0.32, 0.44, 0.42, 0.38, 0.47, -0.19, -0.54, -0.20, -0.86, -0.12, 0.10, 0.37, 0.45, 0.45, 0.31, 0.05, -1.25, -0.66, 0.69, -0.62, -0.63, -1.18, 0.41, 0.30, 0.27, 0.52, 0.37, 0.30, 0.56, 0.16, 0.40, 0.34], "homo_ev": -6.708, "energy_ev": -150138.83892}

---

Entry 2:
{"formula": "C31H47BrHgN2P2", "method": "the ωB97M-V functional and the def2-TZVPD basis", "elements": ["N", "C", "C", "C", "C", "C", "C", "Hg", "P", "C", "C", "C", "C", "C", "C", "C", "Br", "H", "H", "H", "H", "H", "H", "H", "H", "H", "H", "P", "C", "C", "H", "H", "H", "H", "H", "C", "C", "H", "H", "H", "H", "H", "C", "C", "H", "H", "H", "H", "H", "C", "C", "H", "H", "H", "H", "H", "C", "C", "H", "H", "H", "H", "H", "C", "C", "H", "H", "H", "H", "H", "N", "C", "C", "C", "C", "C", "C", "H", "H", "H", "H", "H", "H", "H"], "positions_angstrom": [[-0.866, -7.085, 3.240], [-0.261, -6.006, 3.762], [-0.111, -4.816, 3.037], [-0.716, -4.696, 1.770], [-1.325, -5.840, 1.210], [-1.392, -7.002, 2.000], [-0.891, -3.355, 1.263], [-0.859, -2.122, -0.623], [-2.037, -0.381, -1.765], [-2.221, -3.004, 0.795], [-3.069, -2.185, 1.687], [-4.476, -2.200, 1.520], [-5.283, -1.314, 2.232], [-4.688, -0.357, 3.075], [-3.298, -0.350, 3.280], [-2.501, -1.293, 2.605], [-5.669, 1.029, 3.751], [-0.165, -2.643, 1.694], [-2.822, -3.772, 0.303], [0.301, -3.921, 3.542], [-1.886, -5.810, 0.270], [0.099, -6.073, 4.801], [-1.927, -7.896, 1.643], [-4.941, -2.908, 0.825], [-1.420, -1.267, 2.766], [-6.360, -1.270, 2.055], [-2.828, 0.373, 3.918], [1.314, -2.022, -1.966], [-3.421, 0.240, -0.705], [-4.425, 1.348, -1.103], [-2.924, 0.548, 0.230], [-3.986, -0.664, -0.418], [-4.917, 1.674, -0.162], [-3.962, 2.237, -1.553], [-5.219, 0.985, -1.773], [-2.563, -1.264, -3.327], [-3.172, -0.576, -4.564], [-3.265, -2.032, -2.965], [-1.667, -1.835, -3.639], [-3.431, -1.369, -5.287], [-4.091, -0.034, -4.321], [-2.481, 0.102, -5.068], [-0.862, 1.021, -1.898], [-1.315, 2.388, -2.433], [-0.035, 0.646, -2.525], [-0.405, 1.142, -0.894], [-0.401, 2.997, -2.559], [-1.798, 2.306, -3.413], [-1.980, 2.919, -1.747], [2.311, -0.487, -2.197], [3.744, -0.714, -2.668], [2.289, 0.048, -1.232], [1.765, 0.121, -2.937], [4.371, -1.179, -1.907], [3.797, -1.309, -3.582], [4.178, 0.265, -2.897], [1.055, -2.776, -3.593], [0.309, -4.107, -3.620], [2.068, -2.901, -4.013], [0.547, -2.017, -4.226], [0.809, -4.849, -2.991], [-0.726, -4.026, -3.287], [0.290, -4.483, -4.647], [2.337, -3.235, -1.044], [3.040, -2.662, 0.186], [3.046, -3.695, -1.773], [1.630, -4.039, -0.740], [3.423, -3.504, 0.778], [3.890, -2.020, -0.070], [2.351, -2.081, 0.820], [0.911, 1.000, 1.447], [1.596, 2.189, 1.353], [0.897, 3.405, 1.322], [1.589, 4.609, 1.208], [2.989, 4.602, 1.109], [3.690, 3.394, 1.119], [3.000, 2.188, 1.236], [-0.070, 0.987, 1.676], [1.418, 0.133, 1.612], [-0.201, 3.392, 1.397], [1.044, 5.551, 1.194], [3.534, 5.548, 1.015], [4.782, 3.385, 1.034], [3.541, 1.226, 1.247]], "mulliken_charge": [-0.51, -0.47, -0.52, 0.92, -0.40, -0.50, -1.08, 0.84, -0.05, -0.45, 1.04, -0.68, -0.55, -0.03, -0.75, -0.26, -0.08, 0.62, 0.52, 0.37, 0.39, 0.37, 0.38, 0.44, 0.49, 0.44, 0.52, 0.60, 0.26, -1.30, 0.18, 0.05, 0.39, 0.25, 0.32, -0.08, -1.36, 0.38, 0.06, 0.42, 0.32, 0.34, 1.05, -1.41, -0.52, -0.17, 0.43, 0.31, 0.33, -0.15, -1.39, 0.00, 0.60, 0.34, 0.34, 0.41, -0.74, -1.23, 0.57, 0.40, 0.34, 0.23, 0.42, -0.38, -1.06, 0.48, 0.29, 0.42, 0.27, 0.07, -0.20, 0.78, -0.31, -0.74, -0.47, -0.73, -0.32, -0.01, 0.08, 0.36, 0.39, 0.37, 0.38, 0.36], "homo_ev": -12.402, "charge": 2, "e_above_lowest_ev": 2.5699, "energy_ev": -128668.89723}

---

Entry 3:
{"formula": "C31H47F24NO6", "method": "the ωB97M-V functional and the def2-TZVPD basis", "elements": ["F", "C", "F", "C", "F", "F", "C", "O", "C", "F", "F", "C", "F", "F", "H", "H", "H", "H", "F", "C", "F", "C", "F", "F", "C", "O", "C", "F", "F", "C", "F", "F", "H", "H", "H", "H", "F", "C", "F", "C", "F", "F", "C", "O", "C", "F", "F", "C", "F", "F", "H", "H", "H", "H", "C", "C", "N", "C", "O", "C", "C", "O", "C", "C", "C", "C", "C", "C", "C", "C", "C", "C", "O", "C", "H", "H", "H", "H", "H", "H", "H", "H", "H", "H", "H", "H", "H", "H", "H", "H", "H", "H", "H", "H", "H", "H", "H", "H", "H", "H", "H", "H", "H", "H", "H", "H", "H", "H", "H"], "positions_angstrom": [[2.195, 4.287, 4.872], [1.591, 4.199, 6.073], [2.017, 5.227, 6.836], [1.959, 2.885, 6.772], [3.277, 2.864, 7.043], [1.282, 2.925, 7.959], [1.529, 1.574, 6.100], [2.511, 0.900, 5.337], [2.668, 1.110, 4.000], [1.737, 1.933, 3.495], [2.515, -0.087, 3.378], [4.088, 1.593, 3.670], [4.342, 2.751, 4.304], [4.177, 1.803, 2.339], [0.509, 4.276, 5.943], [1.322, 0.898, 6.929], [0.601, 1.704, 5.543], [4.816, 0.839, 3.973], [-1.305, 4.892, -2.784], [-0.993, 3.603, -3.016], [0.183, 3.338, -2.404], [-0.830, 3.344, -4.519], [0.216, 4.045, -4.999], [-0.524, 2.016, -4.608], [-2.063, 3.540, -5.412], [-2.152, 4.766, -6.111], [-2.801, 5.851, -5.600], [-3.410, 5.583, -4.435], [-3.764, 6.208, -6.484], [-1.863, 7.060, -5.477], [-0.833, 6.772, -4.660], [-2.555, 8.092, -4.947], [-1.766, 2.955, -2.595], [-1.953, 2.791, -6.194], [-2.980, 3.315, -4.867], [-1.484, 7.339, -6.461], [-4.292, 1.598, 0.093], [-3.281, 0.808, -0.310], [-2.367, 1.593, -0.933], [-3.771, -0.262, -1.287], [-4.228, 0.323, -2.413], [-2.660, -0.984, -1.610], [-4.788, -1.285, -0.759], [-6.149, -1.051, -1.062], [-6.980, -0.362, -0.224], [-6.382, -0.028, 0.930], [-8.017, -1.176, 0.084], [-7.590, 0.865, -0.917], [-6.618, 1.705, -1.321], [-8.377, 1.513, -0.034], [-2.802, 0.353, 0.562], [-4.549, -2.202, -1.296], [-4.634, -1.476, 0.304], [-8.183, 0.550, -1.777], [4.169, -7.340, 4.458], [3.242, -6.587, 3.492], [1.841, -6.969, 3.681], [0.965, -6.535, 2.609], [-0.221, -6.008, 3.168], [-0.583, -4.742, 2.653], [-1.888, -4.305, 3.320], [-1.903, -2.923, 3.615], [-2.013, -2.078, 2.485], [-0.677, -1.390, 2.151], [-0.062, -1.765, 0.788], [1.475, -1.645, 0.780], [1.930, -0.264, 0.252], [2.618, -0.356, -1.108], [3.082, 1.012, -1.608], [3.689, 0.970, -3.016], [2.601, 1.120, -4.082], [3.120, 1.013, -5.519], [2.785, -0.257, -6.068], [2.426, -0.213, -7.429], [3.634, -8.168, 4.924], [5.027, -7.759, 3.928], [4.565, -6.683, 5.233], [3.518, -6.821, 2.462], [3.374, -5.504, 3.636], [1.484, -6.557, 4.535], [0.695, -7.382, 1.968], [1.455, -5.776, 1.978], [0.190, -3.999, 2.889], [-0.706, -4.805, 1.565], [-2.004, -4.830, 4.267], [-2.749, -4.543, 2.684], [-2.396, -2.627, 1.614], [-2.758, -1.315, 2.742], [0.020, -1.624, 2.959], [-0.823, -0.304, 2.160], [-0.471, -1.068, 0.050], [-0.371, -2.768, 0.477], [1.838, -1.825, 1.793], [1.908, -2.407, 0.128], [1.037, 0.357, 0.114], [2.563, 0.278, 0.954], [3.456, -1.061, -1.077], [1.888, -0.734, -1.835], [2.190, 1.647, -1.655], [3.763, 1.471, -0.885], [4.184, 0.004, -3.175], [4.446, 1.749, -3.135], [2.078, 2.068, -3.947], [1.873, 0.313, -3.959], [2.704, 1.808, -6.145], [4.215, 1.098, -5.519], [1.403, 0.163, -7.553], [3.106, 0.424, -8.005], [2.478, -1.231, -7.813]], "mulliken_charge": [-0.21, 0.08, -0.27, 0.86, -0.28, -0.33, -0.70, -0.35, 0.75, -0.32, -0.25, 0.16, -0.23, -0.21, 0.30, 0.41, 0.33, 0.24, -0.23, 0.31, -0.24, 1.05, -0.31, -0.30, -0.97, -0.42, 0.86, -0.29, -0.31, 0.17, -0.21, -0.26, 0.05, 0.43, 0.42, 0.25, -0.26, 0.47, -0.18, 1.08, -0.28, -0.28, -1.13, -0.45, 0.87, -0.28, -0.31, 0.16, -0.20, -0.26, -0.22, 0.47, 0.51, 0.24, -1.14, -0.21, -0.34, -0.43, -0.47, -0.02, -0.67, -0.52, -0.76, -0.79, -0.43, -0.98, 0.21, -0.84, -0.09, -1.03, 0.19, -0.69, -0.33, -0.72, 0.34, 0.30, 0.31, 0.37, 0.22, 0.25, 0.24, 0.28, 0.27, 0.29, 0.41, 0.24, 0.33, 0.31, 0.66, 0.44, 0.28, 0.40, 0.40, 0.59, 0.22, -0.37, 0.31, 0.24, -0.06, 0.36, 0.36, 0.43, -0.08, 0.26, 0.43, 0.30, 0.25, 0.33, 0.24], "homo_ev": -8.978, "smiles": "FC(F)C(F)(F)COC(F)(F)C(F)F.FC(F)C(F)(F)COC(F)(F)C(F)F.FC(F)C(F)(F)COC(F)(F)C(F)F.CCNCOCCOCCCCCCCCCCOC", "energy_ev": -111902.35806}

---

Gap between HOMO and LUMO for the records above, in order: 0.25620 0.19895 0.34101 Eh